No. 1
Molecular formula: C15H29BN3O10
Method: DFT, wB97M-V/def2-TZVPD

As for the charge: -1. The HOMO energy is -5.11 eV. The calculation puts the energy at -41650.052 eV. The calculation puts the HOMO-LUMO gap at 7.12 eV.

Last column: Mulliken charge in e.
Cartesian coordinates (Å):
N 6.085677 -0.957686 4.765126  -0.535
C 4.938734 -0.949648 4.615336  0.490
O 3.746179 -0.765752 4.191383  -0.318
C 3.390272 0.647027 4.162533  0.242
N 2.058710 0.786066 3.599168  -0.311
B 1.116030 -0.245524 4.018667  0.584
N 0.261039 -0.143558 5.235227  -0.576
O 0.957360 -1.381722 3.236741  -0.601
C 4.388145 1.528697 3.373293  0.118
O 4.729190 1.137971 2.244641  -0.597
O 4.756437 2.551344 3.956692  -0.743
H 3.430342 1.021217 5.189201  0.203
H 1.734109 1.688651 3.920942  0.257
H -0.456971 0.559232 5.111949  0.259
H 0.854807 0.122483 6.012880  0.257
H 1.486522 -2.096694 3.598092  0.262
O 3.161425 -1.626478 -1.113103  -0.604
C 3.694370 -0.561923 -1.257208  0.798
O 3.139793 0.324441 -2.117883  -0.400
C 3.586547 1.675110 -2.218783  -0.336
C 4.771179 1.808517 -3.153905  -0.956
C 4.995554 -0.209957 -0.584159  -0.821
H 3.788703 2.089696 -1.230777  0.322
H 2.739397 2.229392 -2.622564  0.302
H 5.633238 1.251706 -2.788270  0.272
H 5.057650 2.855693 -3.260851  0.346
H 4.522047 1.409625 -4.138480  0.299
H 5.817183 -0.620346 -1.173792  0.291
H 5.004691 -0.656447 0.405903  0.185
H 5.146856 0.854876 -0.436842  0.325
O -4.322060 0.437487 3.233558  -0.587
C -3.837152 -0.420926 2.549088  0.764
O -2.734257 -0.146465 1.838293  -0.391
C -1.985107 -1.144069 1.131678  -0.476
C -2.565513 -1.403585 -0.241964  -0.897
C -4.490636 -1.776054 2.406364  -0.902
H -1.892216 -2.052551 1.725997  0.364
H -0.979805 -0.740630 1.032723  0.321
H -3.581012 -1.796159 -0.188923  0.314
H -1.946465 -2.120297 -0.783585  0.349
H -2.613933 -0.475806 -0.814109  0.245
H -5.270793 -1.711897 1.648850  0.235
H -4.941562 -2.036568 3.360723  0.305
H -3.801411 -2.576049 2.147974  0.318
O -5.302799 -1.304029 -2.297179  -0.571
C -4.695955 -0.665249 -3.108660  0.767
O -5.035218 0.616353 -3.334102  -0.369
C -4.262606 1.501529 -4.146861  -0.404
C -4.610364 1.365112 -5.614698  -0.941
C -3.610416 -1.302600 -3.945340  -0.962
H -3.196759 1.369118 -3.957598  0.322
H -4.516812 2.502141 -3.802210  0.344
H -4.384236 0.367314 -5.990881  0.269
H -4.052992 2.090618 -6.207774  0.351
H -5.676770 1.532692 -5.765949  0.292
H -4.070359 -1.816219 -4.788406  0.305
H -3.090128 -2.029229 -3.326685  0.267
H -2.861672 -0.604189 -4.311572  0.350

Cartesian forces (eV/Å) of the 2 atoms listed first:
N -0.3 -0.5 0.7
C 1.1 0.6 -1.0

***

No. 2
Molecular formula: C3H4OS2
Method: DFT, wB97M-V/def2-TZVPD

The HOMO energy is -9.09 eV. The value obtained for the relative energy (zero: lowest compared OMol25 entry of this formula, charge and spin) is 3.187 eV. Its SMILES is CSC(=S)C=O. The calculation puts the energy at -26890.702 eV. The calculation puts the HOMO-LUMO gap at 7.14 eV.

Last column: Mulliken charge in e.
Cartesian coordinates (Å):
C 0.879050 -1.149892 0.648953  -0.717
S 1.418211 -0.059239 -0.717335  -0.002
C 0.034777 1.034051 -0.899439  0.217
S 0.404750 2.642725 -1.256516  -0.160
C -1.292197 0.656066 -0.555371  -0.016
O -1.568485 -0.523350 -0.341372  -0.421
H 0.097212 -0.475450 1.463140  0.221
H 0.346216 -2.020710 0.249115  0.296
H 1.695568 -1.574997 1.600936  0.289
H -2.015102 1.470797 -0.192110  0.294

Cartesian forces (eV/Å) of the 2 atoms listed first:
C -0.7 0.4 5.2
S -0.5 -0.1 0.7

***

No. 3
Molecular formula: C9H10BrN3
Method: DFT, wB97M-V/def2-TZVPD

The HOMO energy is -7.74 eV. The value obtained for the relative energy (zero: lowest compared OMol25 entry of this formula, charge and spin) is 0.131 eV. Its SMILES is CN(Br)c1nn(C)c2ccccc12. The calculation puts the energy at -84005.186 eV. The calculation puts the HOMO-LUMO gap at 8.12 eV.

Last column: Mulliken charge in e.
Cartesian coordinates (Å):
C 1.057588 -2.363185 2.493116  -0.825
N -0.011838 -1.386341 2.374298  -0.255
Br -0.312112 -0.315429 3.894796  -0.060
C 0.049596 -0.617408 1.136139  0.385
N 0.923445 -0.977921 0.199706  -0.844
N 0.714754 -0.231646 -0.854495  0.561
C 1.627016 -0.198777 -1.950415  -1.299
C -0.295614 0.723691 -0.662317  0.040
C -0.743407 1.813417 -1.372689  -0.500
C -1.831561 2.488889 -0.859337  -0.412
C -2.481428 2.091195 0.323232  -0.612
C -1.932695 1.090511 1.104220  -0.192
C -0.836200 0.368782 0.627275  0.587
H 0.532711 -3.140860 3.190882  0.311
H 1.339471 -2.939606 1.610881  0.342
H 1.898527 -1.902403 2.866909  0.332
H 2.366441 0.534029 -1.956068  0.443
H 2.179670 -1.012950 -2.083439  0.466
H 1.176505 -0.056528 -2.833269  0.453
H -0.155650 2.165687 -2.272868  0.299
H -2.088998 3.345023 -1.442774  0.375
H -3.361238 2.617752 0.854000  0.249
H -2.446836 0.961090 2.151803  0.158

Cartesian forces (eV/Å) of the 2 atoms listed first:
C -3.0 -2.6 1.6
N -0.7 1.2 -3.0

***

No. 4
Molecular formula: C3H3OP
Method: DFT, wB97M-V/def2-TZVPD

The HOMO energy is -10.07 eV. The value obtained for the relative energy (zero: lowest compared OMol25 entry of this formula, charge and spin) is 2.320 eV. Its SMILES is O=CC#CP. The calculation puts the energy at -14492.702 eV. The calculation puts the HOMO-LUMO gap at 9.94 eV.

Last column: Mulliken charge in e.
Cartesian coordinates (Å):
O 2.900983 -0.457916 -0.356283  -0.417
C 2.057067 0.162737 0.215390  -0.299
C 0.694552 -0.078691 0.230167  0.400
C -0.488187 -0.205962 0.072540  0.078
P -2.230904 -0.700861 -0.010267  -0.168
H 2.272774 1.044742 0.840322  0.242
H -2.411326 -0.367102 -1.450840  0.084
H -2.794956 0.603050 0.458972  0.079

Cartesian forces (eV/Å) of the 2 atoms listed first:
O 0.7 -0.6 -0.6
C 1.2 1.4 1.2